No. 1
Computed, not measured: an isolated molecule of C5H7NO, with ωB97M-V with the def2-TZVPD basis set.

frontier orbital gap = 9.4 eV
E_tot = -324.69160 a.u.
structure (SMILES) = Cc1cocc1N

Each atom is followed by the atoms it is bonded to, with distances in Å.
Atoms and positions in Å:
1 C 1.148 1.308 0.491  C2 1.500, H8 1.095, H9 1.095, H10 1.097
2 C -0.031 0.383 0.423  C1 1.500, C3 1.356, C6 1.447
3 C -1.091 0.324 1.267  C2 1.356, O4 1.360, H11 1.081
4 O -1.944 -0.679 0.929  C3 1.360, C5 1.354
5 C -1.408 -1.282 -0.159  O4 1.354, C6 1.355, H12 1.078
6 C -0.253 -0.680 -0.533  C2 1.447, C5 1.355, N7 1.423
7 N 0.510 -1.099 -1.658  C6 1.423, H13 1.014, H14 1.016
8 H 0.864 2.299 0.861  C1 1.095
9 H 1.598 1.436 -0.499  C1 1.095
10 H 1.925 0.919 1.159  C1 1.097
11 H -1.365 0.916 2.129  C3 1.081
12 H -1.894 -2.158 -0.557  C5 1.078
13 H 1.487 -1.249 -1.429  N7 1.014
14 H 0.454 -0.436 -2.425  N7 1.016

***

No. 2
Computed, not measured: a cluster of 2 separate species, C5H7NO in total, with ωB97M-V with the def2-TZVPD basis set.

frontier orbital gap (spin up / spin down) = 7.7 / 7.7 eV
E_tot = -324.48543 a.u.

Each atom is followed by the atoms it is bonded to, with distances in Å.
Atoms and positions in Å:
1 C 2.152 0.394 0.992  N2 1.278, H8 1.097, H9 1.093
2 N 1.558 -0.721 0.802  C1 1.278, C3 1.377
3 C 0.286 -0.652 0.278  N2 1.377, O4 1.338, C5 1.897, C7 1.405
4 O -0.358 -1.790 -0.004  C3 1.338, C5 1.466
5 C -1.399 -0.915 -0.553  C3 1.897, O4 1.466, C6 1.481, C7 1.518, H11 1.086
6 C -1.978 0.059 0.401  C5 1.481, C7 1.519, H12 1.090, H13 1.089
7 C -0.605 0.328 -0.192  C3 1.405, C5 1.518, C6 1.519
8 H 1.688 1.364 0.775  C1 1.097
9 H 3.169 0.369 1.392  C1 1.093
10 H 1.387 1.185 -2.091  H14 0.752
11 H -1.773 -1.226 -1.523  C5 1.086
12 H -2.068 -0.161 1.464  C6 1.090
13 H -2.790 0.656 -0.011  C6 1.089
14 H 0.732 1.110 -1.729  H10 0.752

***

No. 3
Computed, not measured: a cluster of 2 separate species, C5H7NO in total in a non-equilibrium geometry, with ωB97M-V with the def2-TZVPD basis set.

frontier orbital gap = 10.6 eV
E_tot = -324.67225 a.u.
structure (SMILES) = c1ccncc1.O

Each atom is followed by the atoms it is bonded to, with distances in Å.
Atoms and positions in Å:
1 C 2.189 0.082 -0.031  C2 1.341, C6 1.386, H7 1.070
2 C 1.613 -1.129 -0.022  C1 1.341, C3 1.402, H8 1.132
3 C 0.211 -1.144 0.008  C2 1.402, N4 1.322, H9 1.084
4 N -0.629 -0.127 0.084  C3 1.322, C5 1.352
5 C -0.020 1.075 -0.006  N4 1.352, C6 1.442, H10 1.135
6 C 1.414 1.231 -0.020  C1 1.386, C5 1.442, H11 1.078
7 H 3.258 0.094 -0.067  C1 1.070
8 H 2.197 -2.096 -0.074  C2 1.132
9 H -0.262 -2.117 -0.049  C3 1.084
10 H -0.693 1.951 -0.269  C5 1.135
11 H 1.854 2.215 -0.041  C6 1.078
12 O -4.061 -0.061 -0.130  H13 1.120, H14 1.095
13 H -4.037 0.443 0.869  O12 1.120
14 H -3.034 -0.418 -0.253  O12 1.095

***

No. 4
Computed, not measured: an isolated molecule of C5H7NO in a non-equilibrium geometry, with ωB97M-V with the def2-TZVPD basis set.

frontier orbital gap = 11.9 eV
E_tot = -324.65338 a.u.
structure (SMILES) = CC[C@@]1(C#N)CO1

Each atom is followed by the atoms it is bonded to, with distances in Å.
Atoms and positions in Å:
1 C -1.864 0.103 -0.132  C2 1.537, H8 1.090, H9 1.093, H10 1.094
2 C -0.598 -0.653 0.304  C1 1.537, C3 1.531, H11 1.096, H12 1.096
3 C 0.716 -0.053 -0.201  C2 1.531, C4 1.464, C6 1.474, O7 1.419
4 C 0.657 1.102 -1.099  C3 1.464, N5 1.157
5 N 0.645 2.034 -1.784  C4 1.157
6 C 1.964 -0.169 0.575  C3 1.474, O7 1.415, H13 1.089, H14 1.088
7 O 1.731 -0.977 -0.563  C3 1.419, C6 1.415
8 H -1.629 1.127 -0.425  C1 1.090
9 H -2.600 0.159 0.674  C1 1.093
10 H -2.345 -0.378 -0.988  C1 1.094
11 H -0.549 -0.713 1.397  C2 1.096
12 H -0.617 -1.688 -0.055  C2 1.096
13 H 2.756 0.572 0.473  C6 1.089
14 H 1.907 -0.679 1.534  C6 1.088

***

No. 5
Computed, not measured: an isolated molecule of C5H7NO, with ωB97M-V with the def2-TZVPD basis set.

frontier orbital gap = 9.6 eV
E_tot = -324.72439 a.u.
structure (SMILES) = O=C1CCC=CN1

Each atom is followed by the atoms it is bonded to, with distances in Å.
Atoms and positions in Å:
1 O 1.344 2.236 0.558  C2 1.215
2 C 0.720 1.255 0.205  O1 1.215, C3 1.516, N7 1.382
3 C 1.293 -0.144 0.096  C2 1.516, C4 1.533, H8 1.093, H9 1.100
4 C 0.229 -1.171 0.497  C3 1.533, C5 1.505, H10 1.092, H11 1.099
5 C -0.988 -1.008 -0.374  C4 1.505, C6 1.333, H12 1.085
6 C -1.378 0.245 -0.611  C5 1.333, N7 1.406, H13 1.085
7 N -0.610 1.333 -0.160  C2 1.382, C6 1.406, H14 1.009
8 H 2.200 -0.188 0.705  C3 1.093
9 H 1.595 -0.293 -0.952  C3 1.100
10 H 0.637 -2.184 0.524  C4 1.092
11 H -0.130 -0.952 1.513  C4 1.099
12 H -1.580 -1.858 -0.695  C5 1.085
13 H -2.296 0.511 -1.125  C6 1.085
14 H -0.999 2.265 -0.157  N7 1.009

***

No. 6
Computed, not measured: an isolated molecule of C5H7NO, with ωB97M-V with the def2-TZVPD basis set.

frontier orbital gap = 9.5 eV
E_tot = -324.64355 a.u.
structure (SMILES) = CC(=C=O)[C@@H]1CN1

Each atom is followed by the atoms it is bonded to, with distances in Å.
Atoms and positions in Å:
1 C -1.993 0.004 0.088  C2 1.515, H8 1.095, H9 1.094, H10 1.093
2 C -0.562 0.225 -0.358  C1 1.515, C3 1.317, C5 1.495
3 C -0.257 0.412 -1.626  C2 1.317, O4 1.171
4 O 0.025 0.556 -2.753  C3 1.171
5 C 0.538 0.287 0.653  C2 1.495, C6 1.479, N7 1.467, H11 1.090
6 C 1.944 0.033 0.270  C5 1.479, N7 1.460, H12 1.087, H13 1.090
7 N 1.219 -0.941 1.082  C5 1.467, C6 1.460, H14 1.018
8 H -2.539 0.946 0.208  C1 1.095
9 H -1.987 -0.503 1.057  C1 1.094
10 H -2.555 -0.625 -0.607  C1 1.093
11 H 0.347 0.970 1.480  C5 1.090
12 H 2.749 0.555 0.781  C6 1.087
13 H 2.154 -0.202 -0.773  C6 1.090
14 H 0.915 -1.716 0.496  N7 1.018

***

No. 7
Computed, not measured: an isolated molecule of C5H7NO, with ωB97M-V with the def2-TZVPD basis set.

frontier orbital gap = 10.2 eV
E_tot = -324.63772 a.u.
structure (SMILES) = O=C1CN2CC[C@@H]12

Each atom is followed by the atoms it is bonded to, with distances in Å.
Atoms and positions in Å:
1 O 0.817 -2.273 -1.244  C2 1.198
2 C 0.548 -1.157 -0.902  O1 1.198, C3 1.534, C7 1.536
3 C -0.077 0.067 -1.585  C2 1.534, N4 1.483, H8 1.096, H9 1.097
4 N 0.272 0.892 -0.403  C3 1.483, C5 1.491, C7 1.509
5 C -0.820 0.899 0.612  N4 1.491, C6 1.540, H10 1.098, H11 1.094
6 C -0.046 -0.090 1.505  C5 1.540, C7 1.539, H12 1.092, H13 1.093
7 C 0.902 -0.280 0.308  C2 1.536, N4 1.509, C6 1.539, H14 1.095
8 H 0.448 0.373 -2.497  C3 1.096
9 H -1.150 -0.001 -1.800  C3 1.097
10 H -1.763 0.491 0.224  C5 1.098
11 H -1.017 1.889 1.032  C5 1.094
12 H -0.575 -0.952 1.915  C6 1.092
13 H 0.484 0.422 2.312  C6 1.093
14 H 1.976 -0.280 0.524  C7 1.095

***

No. 8
Computed, not measured: an isolated molecule of C5H7NO in a non-equilibrium geometry, with ωB97M-V with the def2-TZVPD basis set.

frontier orbital gap = 11.9 eV
E_tot = -324.62143 a.u.

Each atom is followed by the atoms it is bonded to, with distances in Å.
Atoms and positions in Å:
1 C -1.708 0.279 0.258  C2 1.522, H8 1.095, H9 1.092, H10 1.094
2 C -0.598 -0.748 0.089  C1 1.522, C3 1.508, H11 1.094, H12 1.099
3 C 0.713 -0.087 -0.255  C2 1.508, C4 1.451, O5 1.398, N7 1.435
4 C 1.734 0.298 0.701  C3 1.451, O5 1.434, H13 1.088, H14 1.086
5 O 1.872 -0.859 -0.135  C3 1.398, C4 1.434
6 C 0.617 0.355 -2.600  N7 1.185
7 N 0.649 0.685 -1.463  C3 1.435, C6 1.185
8 H -1.417 1.030 1.000  C1 1.095
9 H -2.634 -0.196 0.592  C1 1.092
10 H -1.905 0.797 -0.685  C1 1.094
11 H -0.431 -1.315 1.010  C2 1.094
12 H -0.852 -1.475 -0.695  C2 1.099
13 H 2.385 1.126 0.424  C4 1.088
14 H 1.575 0.108 1.758  C4 1.086

***

Calculated energy above the lowest of the compared OMol25 structures with the same formula, charge and spin (kJ/mol), listed in the same order as above: 86.30 627.58 137.11 186.64 0.21 212.46 227.75 270.53